# 1
Formula: C49H79BBeF4N4O10
Source: the OMol25 dataset
Level of theory: ωB97M-V/def2-TZVPD

Summary:
electronic energy = -3325.01534 Eh
multiplicity = 1
E_HOMO = -7.27 eV

Geometry (Å):
1 F 0.169 0.987 -0.897
2 F -1.509 0.043 0.005
3 F 0.419 -0.598 0.693
4 F -0.242 1.507 1.195
5 O 1.240 2.129 -5.218
6 O 2.525 -5.329 -0.186
7 O -1.910 -0.827 4.985
8 O -0.951 2.472 3.762
9 O 3.335 -3.386 -3.724
10 O 1.461 5.820 0.597
11 O -6.000 0.164 -5.553
12 O -3.375 4.712 -2.017
13 O 0.051 -2.260 2.909
14 O 1.378 0.579 3.363
15 N -3.171 1.548 2.384
16 N 5.500 -0.784 1.149
17 N -3.211 -1.524 1.863
18 N -1.699 -2.626 -3.441
19 C 4.216 -0.549 0.741
20 C -3.362 2.388 1.311
21 C -3.141 -4.704 -2.294
22 C 3.233 -6.850 -1.904
23 C 3.819 0.544 -0.080
24 C 1.972 3.452 0.155
25 C -3.045 -4.591 -3.635
26 C 3.273 -0.349 4.428
27 C -5.222 -2.000 0.495
28 C -0.163 -3.773 1.078
29 C -3.398 -2.734 2.458
30 C 0.988 -5.520 -1.952
31 C 2.537 0.750 3.719
32 C 3.480 1.475 -5.711
33 C 3.332 1.986 3.396
34 C 1.488 -4.178 3.050
35 C -3.959 1.700 3.441
36 C -3.960 -0.614 -4.641
37 C 4.834 1.491 -0.451
38 C 1.811 -2.057 -4.881
39 C 0.461 -3.307 2.379
40 C -4.512 -3.560 2.159
41 C -1.315 3.846 -2.849
42 C -4.111 -1.191 0.858
43 C -2.186 4.627 -1.883
44 C 3.740 5.358 0.258
45 C 2.455 -2.559 -3.616
46 C 2.400 1.931 -4.797
47 C 2.286 -5.852 -1.254
48 C 2.860 2.257 -3.386
49 C -4.982 2.584 3.462
50 C -2.383 -3.495 -4.214
51 C 0.030 -1.004 6.580
52 C -1.514 -1.010 6.307
53 C -1.870 -2.680 -2.092
54 C -4.161 1.036 -6.675
55 C -4.364 3.372 1.281
56 C 6.419 0.086 0.717
57 C -2.520 -3.793 -1.514
58 C -5.231 3.454 2.392
59 C 6.138 1.255 -0.019
60 C -4.789 0.217 -5.622
61 C 2.034 -2.047 -2.250
62 C -1.006 4.868 3.583
63 C 2.310 4.941 0.412
64 C -0.502 3.571 4.148
65 C -5.363 -3.208 1.187
66 C 0.629 3.571 5.159
67 C -1.462 5.448 -0.816
68 B -0.231 0.546 0.301
69 Be -1.212 -0.021 2.742
70 H -3.157 0.704 -6.942
71 H -5.516 2.757 4.385
72 H 0.080 -1.161 7.657
73 H 0.988 -2.280 -2.053
74 H -1.548 -1.821 -1.522
75 H 0.568 -1.847 6.147
76 H -0.345 4.327 -2.980
77 H 2.525 -0.758 5.107
78 H -6.149 -3.889 0.895
79 H 7.415 -0.070 1.106
80 H 3.403 1.496 -2.826
81 H 4.128 0.087 4.945
82 H 2.687 2.788 3.039
83 H -1.224 -3.932 1.273
84 H -2.791 2.202 0.414
85 H -0.647 5.725 4.152
86 H 1.082 -4.846 -2.804
87 H 3.450 3.171 -3.326
88 H 0.050 -3.173 0.193
89 H -2.198 -3.384 -5.272
90 H 2.377 2.854 0.972
91 H -3.647 -5.162 -4.327
92 H -1.976 -0.271 6.962
93 H 3.632 -1.087 3.710
94 H 4.024 0.633 -5.284
95 H -5.913 -1.833 -0.318
96 H 4.428 4.598 0.629
97 H 4.136 -6.321 -2.210
98 H 2.374 -4.288 2.425
99 H -1.265 4.926 0.120
100 H 2.152 -2.521 -5.807
101 H -2.893 -0.432 -4.761
102 H -1.608 3.648 -3.880
103 H 0.573 -0.103 6.298
104 H 2.717 -2.363 -1.460
105 H -1.053 2.906 -2.363
106 H -4.143 -0.412 -3.586
107 H -0.654 4.898 2.551
108 H 3.504 -1.307 1.035
109 H -4.631 -4.431 2.786
110 H 1.948 2.421 -2.812
111 H 0.283 -5.104 -1.232
112 H 0.230 4.004 6.077
113 H 1.049 -5.148 3.282
114 H 1.035 2.574 5.330
115 H 2.220 -0.985 -2.088
116 H 4.004 6.314 0.711
117 H 6.880 1.977 -0.326
118 H -4.680 0.959 -7.630
119 H 2.799 0.641 -0.422
120 H 3.456 -7.713 -1.277
121 H 0.568 -6.406 -2.428
122 H 1.982 -0.984 -4.972
123 H 3.947 2.244 4.259
124 H -2.090 4.876 3.470
125 H -4.046 2.073 -6.361
126 H 1.437 4.166 4.735
127 H 4.739 2.352 -1.095
128 H 1.869 -3.782 3.992
129 H 3.018 1.332 -6.688
130 H 0.900 3.365 -0.020
131 H 2.481 3.174 -0.768
132 H -4.160 -1.670 -4.823
133 H 0.767 -2.347 -4.757
134 H 3.974 1.686 2.568
135 H -2.819 -2.953 3.343
136 H 2.880 -7.237 -2.860
137 H -2.082 6.268 -0.453
138 H -3.774 1.025 4.263
139 H -6.018 4.193 2.410
140 H -1.836 -1.979 6.690
141 H -4.490 3.916 0.357
142 H -3.862 -0.308 0.287
143 H -2.650 -3.873 -0.445
144 H 3.971 5.477 -0.800
145 H -0.527 5.810 -1.244
146 H -3.514 -5.637 -1.898
147 H 4.205 2.285 -5.797
148 H 0.180 -4.773 0.812

---

# 2
Formula: C17H49BN10O22SSi2
Source: the OMol25 dataset
Level of theory: ωB97M-V/def2-TZVPD

Summary:
electronic energy = -3881.34684 Eh
multiplicity = 1
E_HOMO = -8.61 eV

Geometry (Å):
1 S 0.464 1.971 -1.287
2 Si 1.051 0.203 -0.197
3 Si 0.599 -1.462 -2.517
4 O 1.983 -4.449 3.298
5 O -6.518 3.965 2.374
6 O -1.090 -6.320 0.389
7 O 5.787 -0.373 -11.018
8 O 2.920 -4.319 -5.747
9 O -1.843 -3.739 4.105
10 O -0.358 -0.698 2.233
11 O -2.558 1.149 4.233
12 O -1.694 -8.053 1.519
13 O 0.890 6.139 2.649
14 O 2.857 10.824 1.130
15 O -0.697 7.583 2.858
16 O 1.602 -5.075 -1.743
17 O -2.722 2.799 2.864
18 O 3.739 0.308 -11.046
19 O 2.951 -2.697 4.103
20 O 1.535 -1.004 -1.242
21 O -7.081 2.131 1.385
22 O -3.407 -2.308 3.742
23 O 0.745 -0.454 -3.812
24 O 3.801 -3.245 -7.399
25 O 1.125 11.879 1.865
26 N -1.158 -6.973 1.418
27 N 2.389 0.487 0.806
28 N -0.271 6.483 2.554
29 N 1.864 10.915 1.824
30 N -2.387 -2.663 4.296
31 N 2.608 -3.411 3.183
32 N -3.203 1.976 3.622
33 N 4.605 -0.497 -10.764
34 N 3.706 -3.529 -6.217
35 N -7.236 3.307 1.648
36 C 4.170 -1.730 -10.047
37 C -8.405 3.985 1.020
38 C 2.237 1.846 2.761
39 C -0.528 -6.376 2.626
40 C -4.683 1.991 3.788
41 C 1.509 9.758 2.694
42 C -1.255 5.498 2.029
43 C -0.540 -4.904 -2.850
44 C -2.022 -0.416 0.410
45 C 2.597 1.608 1.356
46 C 0.585 -4.175 -2.145
47 C 1.213 -3.136 -3.032
48 C 3.282 2.738 0.696
49 C -2.433 -1.914 0.446
50 C 4.637 -2.836 -5.282
51 C -1.739 -1.724 5.252
52 C 2.982 -2.973 1.808
53 B -0.549 -0.352 0.907
54 H 2.610 -3.704 1.100
55 H -0.075 0.037 -3.967
56 H -0.829 -1.595 -2.166
57 H 4.434 -3.187 -4.278
58 H -2.007 5.344 2.795
59 H -0.023 -1.603 2.317
60 H -2.167 -0.060 -0.593
61 H 1.804 2.820 2.894
62 H -0.267 -5.047 -3.872
63 H 0.997 -3.300 -4.062
64 H 3.707 -1.423 -9.117
65 H 2.534 -1.996 1.637
66 H -1.697 5.926 1.135
67 H -1.696 -2.212 6.221
68 H -2.330 -0.822 5.288
69 H 5.039 -2.346 -9.862
70 H 2.653 3.221 -0.026
71 H -4.957 2.966 4.170
72 H 2.276 -3.162 -2.901
73 H -1.016 -5.427 2.816
74 H -0.665 -5.860 -2.388
75 H -8.286 3.907 -0.055
76 H -0.735 4.575 1.808
77 H 3.574 3.467 1.418
78 H 4.064 -2.906 1.773
79 H 1.192 -5.739 -1.172
80 H -1.599 -2.513 0.775
81 H -0.863 1.876 -1.348
82 H -9.297 3.461 1.347
83 H -8.414 5.018 1.342
84 H 0.177 -3.720 -1.250
85 H -2.666 -2.296 -0.518
86 H 3.454 -2.240 -10.683
87 H 0.526 9.418 2.404
88 H -5.121 1.822 2.815
89 H -3.217 -2.083 1.151
90 H 2.248 8.980 2.552
91 H 5.648 -3.081 -5.590
92 H -1.457 -4.353 -2.763
93 H -0.665 -7.055 3.457
94 H -0.741 -1.522 4.876
95 H 4.454 -1.770 -5.371
96 H 1.638 1.049 3.142
97 H 0.525 -6.232 2.409
98 H 4.157 2.357 0.206
99 H -2.694 0.109 1.068
100 H 3.161 1.850 3.318
101 H -4.952 1.204 4.482
102 H 1.504 10.114 3.719

---

# 3
Formula: C33H36ClGeHgO5PSe
Source: the OMol25 dataset
Level of theory: ωB97M-V/def2-TZVPD

Summary:
relative energy (zero: lowest compared OMol25 entry of this formula, charge and spin) = 39.45 kJ/mol
electronic energy = -7088.67354 Eh
total charge = -1
multiplicity = 2
expectation value of S² = 0.755
E_HOMO (alpha / beta) = -3.59 / -5.27 eV

Geometry (Å):
1 Hg 0.740 0.011 0.170
2 Se 3.338 -0.757 -0.390
3 Ge 5.010 0.086 -3.081
4 Cl -1.578 -7.505 4.621
5 P -1.188 -0.299 -1.214
6 O 0.960 2.144 -0.866
7 O 1.484 -2.513 4.834
8 O 1.092 0.055 2.397
9 O 1.420 -2.142 2.070
10 O 0.026 3.921 0.134
11 C -0.416 -3.733 3.946
12 C -3.091 1.298 -2.273
13 C 0.704 -2.100 -4.479
14 C 5.721 -1.733 -3.170
15 C -0.010 2.931 -0.591
16 C -2.077 3.766 -1.653
17 C -3.383 -2.393 1.665
18 C -3.278 3.678 -2.335
19 C -0.021 -1.831 -3.326
20 C -0.259 -0.524 -2.918
21 C -3.216 0.263 0.891
22 C -1.130 -4.924 3.917
23 C -0.687 -6.002 4.653
24 C 0.996 -1.305 4.285
25 C -1.346 2.633 -1.292
26 C -3.791 2.429 -2.650
27 C -2.556 -2.022 0.616
28 C 6.240 1.220 -2.076
29 C 0.224 0.524 -3.697
30 C -1.867 1.371 -1.601
31 C 1.189 -4.735 5.463
32 C 4.772 0.790 -4.888
33 C -4.041 -0.106 1.945
34 C 1.201 -1.155 2.777
35 C 1.189 -1.051 -5.248
36 C 3.283 0.053 -2.172
37 C 0.943 0.259 -4.855
38 C -2.458 -0.693 0.220
39 C -4.130 -1.434 2.336
40 C 0.732 -3.636 4.723
41 C 0.467 -5.914 5.417
42 C 2.440 -4.609 6.281
43 C 2.832 -2.570 -0.863
44 H 1.329 1.081 -5.448
45 H -0.746 -2.906 3.334
46 H -3.451 -3.434 1.960
47 H 0.065 1.548 -3.383
48 H 5.096 -2.355 -3.814
49 H -2.021 -5.008 3.311
50 H -3.151 1.307 0.606
51 H -4.772 -1.721 3.159
52 H 1.970 -2.532 -1.525
53 H 2.540 -0.504 -2.744
54 H 3.287 -4.323 5.656
55 H -4.611 0.652 2.469
56 H 4.349 1.794 -4.847
57 H 0.803 -6.773 5.984
58 H -3.814 4.577 -2.614
59 H -0.407 -2.649 -2.722
60 H -1.668 4.726 -1.370
61 H 0.883 -3.125 -4.782
62 H 2.671 -5.551 6.778
63 H 6.276 0.903 -1.033
64 H 2.879 1.056 -2.015
65 H -4.734 2.337 -3.175
66 H 6.737 -1.735 -3.566
67 H 5.909 2.258 -2.107
68 H -1.961 -2.772 0.100
69 H 2.554 -3.045 0.076
70 H -0.075 -1.191 4.489
71 H 1.523 -0.501 4.794
72 H 2.332 -3.829 7.037
73 H 5.725 0.836 -5.416
74 H -3.504 0.319 -2.496
75 H 4.088 0.154 -5.449
76 H 1.750 -1.252 -6.153
77 H 7.247 1.162 -2.492
78 H 3.660 -3.086 -1.342
79 H 5.742 -2.174 -2.173

---

# 4
Formula: CH6N2O
Source: the OMol25 dataset
Level of theory: ωB97M-V/def2-TZVPD

Summary:
relative energy (zero: lowest compared OMol25 entry of this formula, charge and spin) = 440.94 kJ/mol
electronic energy = -226.29960 Eh
multiplicity = 1
E_HOMO = -8.67 eV

Geometry (Å):
1 O 1.689 -0.510 -0.030
2 N -1.129 -0.970 0.005
3 N -0.480 0.221 0.523
4 C 0.768 0.616 -0.064
5 H 1.245 1.526 0.433
6 H -2.208 -1.009 0.111
7 H -1.200 1.527 0.295
8 H -0.991 -1.177 -1.035
9 H 1.627 -0.906 0.850
10 H 0.680 0.682 -1.089

---

# 5
Formula: C5H9NO
Source: the OMol25 dataset
Level of theory: ωB97M-V/def2-TZVPD

Summary:
relative energy (zero: lowest compared OMol25 entry of this formula, charge and spin) = 506.10 kJ/mol
electronic energy = -325.74479 Eh
multiplicity = 1
E_HOMO (alpha / beta) = -7.17 / -7.16 eV

Geometry (Å):
1 O -1.385 0.909 -0.581
2 N 0.387 -0.330 1.945
3 C -0.342 -1.710 -0.811
4 C 0.358 1.718 0.807
5 C 0.020 0.805 -0.410
6 C 0.310 0.881 2.049
7 C 0.487 -0.597 -0.211
8 H 0.078 -2.694 -0.571
9 H -1.372 -1.686 -0.439
10 H 1.377 2.118 0.732
11 H 0.542 1.264 -1.269
12 H 1.561 -0.710 -0.378
13 H -0.389 -1.661 -1.913
14 H -0.332 2.566 0.840
15 H 0.329 -1.270 1.571
16 H -1.629 0.395 -1.361

---

# 6
Formula: C43H44F2O6PSi
Source: the OMol25 dataset
Level of theory: ωB97M-V/def2-TZVPD

Summary:
relative energy (zero: lowest compared OMol25 entry of this formula, charge and spin) = 25.61 kJ/mol
electronic energy = -2947.00291 Eh
total charge = -1
multiplicity = 1
E_HOMO = -3.97 eV

Geometry (Å):
1 P -1.133 5.009 -1.278
2 Si -5.772 2.626 -1.942
3 F -2.837 3.323 0.119
4 F -3.011 5.425 0.721
5 O 3.059 0.107 1.853
6 O -0.177 -6.962 -0.286
7 O 5.556 1.369 6.417
8 O 1.880 3.114 -2.670
9 O 4.802 -5.081 -0.871
10 O -1.503 3.703 -2.426
11 C 3.176 2.725 5.819
12 C 7.365 -1.420 3.882
13 C 3.651 0.411 2.871
14 C -8.749 -0.551 -0.176
15 C 3.296 -6.849 -1.254
16 C -4.071 4.820 -1.267
17 C 4.938 -0.236 3.243
18 C -6.399 3.360 -3.565
19 C -5.327 4.029 -0.778
20 C 3.662 -5.489 -0.765
21 C -2.849 4.609 -0.401
22 C -7.001 1.397 -1.180
23 C -7.416 1.437 0.148
24 C 2.241 1.019 -1.507
25 C -0.562 2.677 -2.502
26 C 2.597 -4.654 -0.151
27 C 5.004 1.104 5.368
28 C 1.926 -2.560 0.831
29 C -7.482 0.378 -2.012
30 C 6.810 -0.485 4.740
31 C -8.349 -0.578 -1.506
32 C 4.260 -7.626 -1.886
33 C 5.593 0.108 4.427
34 C 2.005 -7.349 -1.078
35 C 0.309 -4.324 0.532
36 C 1.393 3.080 4.239
37 C 2.679 1.954 -2.645
38 C 6.704 -1.774 2.711
39 C 3.097 1.453 3.774
40 C 3.730 1.768 4.979
41 C 2.011 3.377 5.450
42 C 2.659 -9.403 -2.138
43 C 0.624 -3.040 0.948
44 C -4.221 1.615 -2.368
45 C 1.932 2.115 3.405
46 C -8.288 0.470 0.639
47 C 5.494 -1.182 2.393
48 C 1.293 -5.138 -0.014
49 C 0.663 2.989 -3.398
50 C 2.907 -3.370 0.279
51 C 1.694 -8.631 -1.513
52 C 3.940 -8.897 -2.331
53 C 0.942 -6.518 -0.442
54 H -7.049 2.216 0.805
55 H -0.146 -2.407 1.368
56 H 2.713 1.437 -3.611
57 H 0.491 3.600 3.946
58 H 8.316 -1.877 4.126
59 H 4.690 -9.498 -2.829
60 H 5.255 -7.229 -2.029
61 H -4.142 1.438 -3.441
62 H 2.170 -1.554 1.166
63 H -1.863 5.912 -2.170
64 H -7.167 0.331 -3.049
65 H -4.279 5.889 -1.267
66 H -0.702 -4.697 0.627
67 H 1.583 4.126 6.104
68 H 0.132 5.301 -1.925
69 H -0.230 2.314 -1.524
70 H 2.413 -10.400 -2.479
71 H 4.979 -1.448 1.482
72 H -9.407 -1.320 0.209
73 H 3.087 0.383 -1.230
74 H 2.007 1.637 -0.641
75 H 1.452 1.879 2.465
76 H 3.662 2.959 6.757
77 H 0.694 -9.017 -1.364
78 H 0.486 3.910 -3.955
79 H -4.294 0.648 -1.860
80 H 3.691 2.300 -2.414
81 H -8.692 -1.370 -2.165
82 H 1.370 0.429 -1.792
83 H -0.911 6.108 -0.350
84 H -6.153 2.711 -4.408
85 H -3.866 4.530 -2.299
86 H 7.136 -2.510 2.044
87 H -6.167 4.735 -0.758
88 H 3.919 -3.007 0.174
89 H -7.454 3.638 -3.570
90 H -5.827 4.280 -3.732
91 H -8.592 0.503 1.680
92 H -3.338 2.110 -1.961
93 H 7.319 -0.208 5.653
94 H -5.205 3.668 0.246
95 H -0.517 4.083 -0.333
96 H -1.072 1.827 -2.985
97 H 0.762 2.190 -4.147